Computed, not measured: 2 unconnected molecules or ions with the total composition C9H13NO2 in a non-equilibrium geometry, with the ωB97M-V functional and the def2-TZVPD basis.

Computed properties:
E_tot = -555.9905 hartree
SMILES string = Cc1ccc(O)cc1.CC(N)=O
ΔE to the lowest compared entry with this formula, charge and spin = 8.3 kcal per mole
LUMO energy = 0.66 eV
HOMO energy = -8.89 eV
Kohn-Sham gap = 9.547 eV

Geometry (Å):
O  -0.7999  -3.5104  -3.0506
O  -2.0750  -0.2137  1.4138
N  0.1562  -1.5134  -3.4530
C  -0.9051  0.5262  1.4864
C  0.4517  2.3492  0.7179
C  1.5578  1.8288  1.3785
C  0.1757  -0.0241  2.1531
C  -0.7905  1.7264  0.8100
C  -0.6116  -2.3637  -2.7003
C  2.8673  2.5530  1.4027
C  1.3722  0.6839  2.1520
C  -1.2348  -1.7386  -1.4776
H  -1.8500  -2.4939  -1.0051
H  3.7147  1.8770  1.5317
H  0.7962  -1.8939  -4.1287
H  0.4999  3.2392  0.1079
H  2.9647  3.3050  2.1836
H  -2.0037  -1.0650  -1.8473
H  -0.5192  -1.2934  -0.7971
H  3.1179  3.0453  0.4631
H  2.2638  0.2950  2.6171
H  -1.6477  2.1658  0.3025
H  -2.8550  0.3011  1.6475
H  0.3322  -0.5620  -3.1791
H  0.1018  -0.9299  2.7270

Here are the Mulliken charges for atoms 1 to 5, given in e:
1. O -0.603
2. O -0.531
3. N -0.374
4. C 0.533
5. C -0.518